Below is a molecular structure, CH7N6 in a non-equilibrium geometry, with properties calculated with ωB97M-V/def2-TZVPD.

Structure (ORCA input):
```
! wB97M-V def2-TZVPD RIJCOSX def2/J DEFGRID3
* xyz 1 1
C -2.0666 0.5273 0.1205
N -0.8652 0.5855 0.0649
N 0.0798 -0.4888 -0.0764
N -1.5163 -2.0425 0.1192
N -0.3475 -1.6720 -0.0228
N -3.3118 0.8124 -0.0533
N 2.4960 0.3532 0.0328
H -1.4480 -3.0348 0.3089
H 2.4278 1.3582 0.2263
H -3.9370 0.1774 0.4080
H -3.6803 1.5353 -0.6489
H 3.3398 0.1887 -0.4780
H 1.3949 -0.2194 -0.1944
H 2.6218 0.1046 1.0022
*
```

Relative energy (zero: lowest compared OMol25 entry of this formula, charge and spin) = 88.91 kcal/mol
E_tot = -370.453285 Ha